[1]
This record from OMol25 describes C55H49AuIN2OPSTe as an isolated structure. The level of theory is wB97M-V/def2-TZVPD.

Cartesian coordinates (Å):
Au  0.61  -1.00  1.25
S  -0.33  -0.06  5.85
C  1.07  0.93  5.66
C  1.63  1.81  6.58
C  2.80  2.47  6.22
C  3.39  2.24  4.98
C  2.83  1.37  4.06
C  1.64  0.72  4.40
N  0.94  -0.20  3.61
C  -0.08  -0.69  4.26
C  -0.90  -1.77  3.71
C  -1.84  -2.43  4.50
C  -2.52  -3.53  4.01
C  -2.23  -3.99  2.74
C  -1.31  -3.32  1.94
C  -0.65  -2.19  2.40
H  1.18  1.97  7.55
H  3.26  3.15  6.92
H  4.31  2.75  4.72
H  3.29  1.21  3.10
H  -2.03  -2.09  5.52
H  -3.24  -4.04  4.63
H  -2.72  -4.88  2.36
H  -1.12  -3.70  0.95
I  0.96  2.67  1.50
C  1.55  3.48  -0.33
C  1.44  4.84  -0.41
C  1.74  5.53  -1.60
C  2.11  4.82  -2.70
C  2.22  3.41  -2.65
C  2.52  2.73  -3.85
C  2.59  1.37  -3.88
C  2.46  0.65  -2.68
C  2.19  1.26  -1.47
P  2.32  0.07  -0.08
C  2.30  -3.45  -1.39
C  3.36  -3.53  -0.48
C  4.66  -3.25  -0.88
C  4.91  -2.90  -2.20
C  3.87  -2.85  -3.11
C  2.57  -3.12  -2.71
C  3.85  0.47  0.81
C  4.51  1.69  0.71
C  5.65  1.92  1.46
C  6.15  0.94  2.30
C  5.51  -0.29  2.39
C  4.35  -0.52  1.66
C  1.99  2.69  -1.44
H  1.11  5.40  0.45
H  1.65  6.61  -1.63
H  2.32  5.32  -3.64
H  2.67  3.31  -4.75
H  2.80  0.84  -4.80
H  2.61  -0.42  -2.72
H  3.15  -3.80  0.55
H  5.47  -3.30  -0.17
H  5.93  -2.67  -2.52
H  4.07  -2.59  -4.15
H  1.76  -3.08  -3.43
H  4.13  2.46  0.05
H  6.16  2.88  1.38
H  7.05  1.12  2.88
H  5.89  -1.06  3.05
H  3.83  -1.46  1.76
C  0.89  -3.71  -0.91
C  -0.09  -2.70  -1.47
O  -0.61  -2.89  -2.59
N  -0.39  -1.60  -0.77
Te  -1.52  -0.58  -2.11
C  -3.48  -1.38  -2.36
C  -3.94  -2.61  -1.89
C  -3.14  -3.55  -1.04
C  -5.24  -3.00  -2.23
C  -6.07  -2.22  -3.01
C  -7.46  -2.67  -3.37
C  -5.58  -1.00  -3.46
C  -4.30  -0.56  -3.16
C  -3.87  0.78  -3.69
C  -2.02  1.01  -0.81
C  -1.68  2.30  -1.24
C  -1.03  2.60  -2.56
C  -2.01  3.38  -0.42
C  -2.65  3.22  0.80
C  -2.96  4.39  1.68
C  -3.00  1.93  1.18
C  -2.72  0.82  0.40
C  -3.23  -0.52  0.84
H  0.55  -4.70  -1.23
H  0.88  -3.68  0.18
H  2.81  -1.00  -0.85
H  -2.36  -3.05  -0.51
H  -2.69  -4.33  -1.66
H  -3.79  -4.03  -0.31
H  -5.60  -3.95  -1.85
H  -7.75  -3.55  -2.81
H  -7.51  -2.92  -4.43
H  -8.19  -1.88  -3.19
H  -6.22  -0.36  -4.07
H  -4.63  1.18  -4.36
H  -2.94  0.71  -4.27
H  -3.72  1.50  -2.89
H  -0.20  1.93  -2.79
H  -0.63  3.62  -2.56
H  -1.74  2.53  -3.38
H  -1.73  4.38  -0.74
H  -2.53  5.31  1.28
H  -2.57  4.23  2.68
H  -4.04  4.53  1.77
H  -3.52  1.78  2.12
H  -3.37  -0.54  1.92
H  -2.55  -1.33  0.58
H  -4.20  -0.73  0.37

HOMO (alpha / beta)	-10.08 / -10.55	eV
F_max	0.168	eV Å⁻¹
charge	+1
multiplicity	2


[2]
This record from OMol25 describes C31H47As2N4O11PdS as an isolated structure. The level of theory is wB97M-V/def2-TZVPD.

Cartesian coordinates (Å):
Pd  -1.61  0.93  -0.70
N  -2.84  2.69  -1.53
C  -4.27  2.70  -1.91
C  -5.14  2.19  -0.76
C  -5.53  0.72  -0.83
C  -4.39  -0.29  -0.77
N  -3.40  0.02  0.27
H  -2.71  3.23  -0.68
H  -2.27  3.11  -2.26
H  -4.41  2.10  -2.80
H  -4.57  3.72  -2.16
H  -6.06  2.77  -0.74
H  -4.62  2.42  0.18
H  -6.07  0.54  -1.76
H  -6.22  0.51  -0.01
H  -3.88  -0.36  -1.73
H  -4.83  -1.28  -0.59
H  -3.04  -0.82  0.72
H  -3.76  0.61  1.01
C  -2.32  -3.84  3.89
O  -1.09  -3.25  3.42
C  -1.18  -2.53  2.31
O  -2.20  -2.39  1.68
C  0.12  -1.88  1.92
C  1.33  -2.41  2.14
As  1.28  -4.33  1.77
C  3.06  -4.74  1.08
C  0.44  -3.97  -0.04
C  -0.23  -2.90  -0.47
As  -0.21  -1.00  0.23
C  1.52  -0.67  -0.63
C  -1.04  -2.87  -1.73
O  -1.39  -1.83  -2.25
O  -1.39  -4.07  -2.19
C  -2.13  -4.08  -3.43
C  0.70  -5.13  -0.98
O  1.56  -5.03  -1.81
O  0.06  -6.29  -0.78
C  -1.06  -6.35  0.11
C  2.53  -1.51  2.17
O  2.47  -0.30  2.14
O  3.66  -2.18  2.38
C  4.83  -1.37  2.57
H  -2.04  -4.46  4.73
H  -2.77  -4.44  3.10
H  -3.01  -3.06  4.19
H  3.75  -4.80  1.91
H  3.40  -4.02  0.34
H  2.99  -5.72  0.61
H  2.24  -1.45  -0.43
H  1.89  0.30  -0.32
H  1.27  -0.67  -1.69
H  -2.45  -5.10  -3.57
H  -1.48  -3.77  -4.25
H  -2.98  -3.41  -3.37
H  -1.72  -7.11  -0.27
H  -1.59  -5.40  0.15
H  -0.73  -6.62  1.11
H  5.66  -2.06  2.68
H  4.73  -0.75  3.46
H  5.00  -0.73  1.71
C  1.77  5.74  5.78
C  1.08  4.91  4.73
C  -0.19  5.24  4.27
C  -0.84  4.45  3.33
C  -0.20  3.31  2.85
C  1.08  2.97  3.28
C  1.71  3.77  4.22
S  -1.03  2.25  1.72
O  -1.17  0.97  2.38
O  -2.29  2.90  1.40
O  -0.14  2.15  0.51
H  1.19  6.64  6.02
H  2.76  6.06  5.44
H  1.90  5.17  6.70
H  -0.68  6.12  4.65
H  -1.83  4.70  2.97
H  1.57  2.08  2.89
H  2.70  3.51  4.56
N  -0.27  1.58  -2.40
C  0.76  1.95  -2.78
N  1.90  2.38  -3.26
C  1.94  3.21  -4.48
C  2.55  2.41  -5.62
C  3.83  1.66  -5.17
C  4.28  2.10  -3.77
C  3.19  1.85  -2.74
H  2.53  4.10  -4.27
H  0.93  3.54  -4.72
H  2.76  3.08  -6.45
H  1.81  1.69  -5.98
H  4.64  1.83  -5.88
H  3.65  0.58  -5.15
H  4.57  3.15  -3.77
H  5.16  1.54  -3.46
H  3.42  2.32  -1.78
H  3.08  0.78  -2.58

HOMO (alpha / beta)	-10.35 / -10.81	eV
F_max	0.975	eV Å⁻¹
charge	+1
multiplicity	3


[3]
This record from OMol25 describes a 2-piece molecular cluster, C3H9N3O overall. The level of theory is wB97M-V/def2-TZVPD.

Cartesian coordinates (Å):
C  -0.95  0.89  1.40
C  0.15  -1.23  0.40
C  -0.72  0.04  0.22
N  -1.17  0.20  -0.96
N  1.63  1.11  -2.47
N  1.79  0.10  -1.80
O  2.35  -0.91  -2.58
H  -0.06  0.92  1.99
H  -1.15  1.98  1.33
H  -1.55  0.21  1.99
H  -0.09  -1.79  1.48
H  1.15  -1.14  0.25
H  -0.24  -1.87  -0.37
H  2.49  -0.49  -3.46
H  1.46  2.08  -2.06
H  -1.71  1.18  -1.00

HOMO (alpha / beta)	-6.83 / -9.71	eV
F_max	5.603	eV Å⁻¹
multiplicity	3


[4]
This record from OMol25 describes an isolated ion of composition C5H9N4O and charge +1. The level of theory is wB97M-V/def2-TZVPD.

Cartesian coordinates (Å):
C  -2.83  0.10  -0.22
O  -2.04  1.26  0.05
C  -0.79  1.30  0.15
N  -0.05  0.27  -0.09
C  1.42  0.40  -0.13
C  2.28  -0.78  -0.53
C  2.38  -0.21  0.90
N  1.80  1.71  -0.37
N  1.15  2.70  -0.16
N  -0.15  2.60  0.36
H  -2.32  -0.32  -1.16
H  -3.93  0.29  -0.36
H  -2.92  -0.50  0.57
H  -0.40  -0.52  -0.59
H  2.98  -0.55  -1.23
H  1.80  -1.67  -0.67
H  1.89  -0.87  1.73
H  3.12  0.40  1.14
H  -0.73  3.38  0.09

HOMO	-13.77	eV
SMILES string	COC1=[NH+]C2(CC2)N=NN1
F_max	6.838	eV Å⁻¹
charge	+1


[5]
This record from OMol25 describes a 2-piece molecular cluster, C25H25ClN3O3S overall. The level of theory is wB97M-V/def2-TZVPD.

Cartesian coordinates (Å):
C  1.65  3.27  -2.40
N  0.46  2.44  -2.32
C  -0.63  2.92  -3.05
O  -0.61  4.00  -3.62
N  -1.75  2.09  -3.09
C  -2.83  2.58  -3.92
C  -1.89  0.87  -2.41
O  -2.95  0.24  -2.44
C  -0.72  0.41  -1.64
C  -0.83  -0.78  -0.99
C  0.12  -1.34  -0.05
C  0.71  -0.55  0.95
C  1.70  -1.05  1.78
C  2.10  -2.41  1.65
N  3.09  -2.91  2.44
C  3.61  -2.17  3.56
C  3.72  -0.69  3.24
C  2.37  -0.15  2.76
C  3.38  -4.33  2.49
C  3.28  -4.95  1.12
C  1.90  -4.67  0.51
C  1.47  -3.24  0.67
C  0.47  -2.71  -0.12
C  0.53  1.19  -1.69
O  1.61  0.81  -1.23
H  2.38  2.89  -1.69
H  2.05  3.22  -3.42
H  1.36  4.30  -2.18
H  -3.68  1.90  -3.82
H  -3.10  3.59  -3.60
H  -2.49  2.62  -4.96
H  -1.70  -1.40  -1.23
H  0.37  0.47  1.10
H  2.97  -2.32  4.45
H  4.60  -2.59  3.80
H  4.05  -0.15  4.13
H  4.46  -0.53  2.45
H  2.52  0.84  2.31
H  1.70  0.00  3.63
H  4.40  -4.43  2.90
H  2.69  -4.83  3.20
H  4.06  -4.53  0.46
H  3.45  -6.02  1.20
H  1.93  -4.91  -0.56
H  1.16  -5.34  0.96
H  -0.03  -3.33  -0.86
Cl  -6.91  0.86  -0.42
C  -5.55  1.88  -0.21
C  -5.50  3.13  -0.85
C  -4.36  3.94  -0.68
C  -3.31  3.52  0.10
C  -3.33  2.24  0.72
S  -2.04  1.67  1.58
C  -4.50  1.44  0.59
H  -6.34  3.45  -1.47
H  -4.32  4.92  -1.18
H  -2.42  4.15  0.26
H  -4.55  0.47  1.08

HOMO	-3.07	eV
F_max	2.431	eV Å⁻¹
charge	-1


[6]
This record from OMol25 describes C40H67Ge2IN7OPSTeTi as an isolated structure. The level of theory is wB97M-V/def2-TZVPD.

Cartesian coordinates (Å):
Ti  14.25  11.91  14.23
C  13.01  14.54  17.68
N  14.34  13.91  17.97
C  14.77  13.64  19.27
C  16.05  13.17  19.20
N  16.43  13.26  17.89
C  15.34  13.60  17.08
S  15.28  13.99  15.36
C  17.77  12.82  17.50
C  18.38  13.21  16.30
C  19.70  12.70  16.05
C  20.20  11.88  17.00
C  19.60  11.65  18.20
N  18.39  12.18  18.49
H  13.26  15.59  17.66
H  12.44  14.25  18.54
H  12.57  14.25  16.76
H  14.16  13.80  20.14
H  16.65  12.75  20.00
H  17.94  13.94  15.61
H  20.28  13.03  15.17
H  21.21  11.42  16.92
H  20.00  10.99  18.97
C  15.76  7.06  14.65
C  14.83  8.05  15.38
Ge  15.42  10.00  15.71
C  15.47  10.07  17.69
C  16.35  9.09  18.43
C  17.36  9.92  15.16
C  17.84  10.34  13.97
Ge  16.45  11.31  12.86
C  17.48  12.84  12.01
C  18.55  13.56  12.89
C  15.99  10.34  11.14
C  15.51  8.88  11.38
C  19.22  10.13  13.47
C  20.28  9.83  14.36
C  21.57  9.45  13.98
C  21.89  9.65  12.63
C  20.90  10.04  11.73
C  19.62  10.24  12.16
H  15.35  5.99  14.66
H  16.70  6.99  15.14
H  15.98  7.35  13.63
H  14.41  7.56  16.31
H  13.84  8.09  14.92
H  14.48  9.95  18.13
H  15.83  11.11  17.92
H  17.40  9.36  18.17
H  16.33  8.05  18.03
H  16.25  9.21  19.54
H  18.02  9.38  15.74
H  16.78  13.53  11.58
H  17.97  12.39  11.08
H  18.25  14.09  13.81
H  19.04  14.25  12.28
H  19.35  12.75  13.25
H  16.94  10.36  10.61
H  15.30  10.92  10.59
H  16.22  8.29  12.02
H  15.48  8.30  10.45
H  14.61  9.07  11.98
H  20.04  9.74  15.42
H  22.33  9.09  14.61
H  22.88  9.40  12.15
H  21.17  10.19  10.70
H  18.93  10.43  11.39
O  12.55  4.38  11.59
H  13.19  5.03  11.22
H  13.01  3.69  12.08
I  12.18  11.38  16.11
Te  13.92  13.62  12.15
N  13.18  11.76  12.47
P  11.84  11.30  11.81
N  11.89  11.07  10.16
C  12.59  11.94  9.21
C  11.93  11.92  7.83
C  11.50  10.50  7.47
C  12.39  9.49  8.25
C  12.05  9.66  9.75
N  10.66  12.46  11.94
C  9.94  13.09  10.80
C  8.48  13.08  11.07
C  8.15  13.87  12.33
C  8.89  13.29  13.55
C  10.38  13.20  13.21
N  11.32  9.85  12.29
C  9.92  9.43  12.01
C  9.89  7.89  12.20
C  10.10  7.52  13.62
C  10.96  8.54  14.31
C  12.02  9.03  13.30
H  13.67  11.65  9.22
H  12.57  12.98  9.61
H  12.56  12.19  7.05
H  11.10  12.63  7.83
H  11.58  10.45  6.35
H  10.47  10.20  7.75
H  13.39  9.48  7.95
H  12.02  8.49  8.00
H  12.88  9.17  10.28
H  11.07  9.24  9.92
H  10.08  12.63  9.81
H  10.24  14.15  10.79
H  8.11  12.05  11.29
H  7.93  13.43  10.17
H  7.09  13.84  12.56
H  8.51  14.90  12.24
H  8.47  12.36  13.94
H  8.74  13.99  14.36
H  10.86  12.72  14.07
H  10.81  14.20  13.18
H  9.72  9.65  10.95
H  9.17  9.94  12.71
H  10.78  7.42  11.65
H  9.01  7.44  11.77
H  10.47  6.55  13.62
H  9.14  7.32  14.15
H  11.30  8.36  15.32
H  10.25  9.41  14.44
H  12.41  8.17  12.75
H  12.79  9.57  13.85

HOMO	-6.85	eV
F_max	3.656	eV Å⁻¹